1.
The following is a quantum chemistry calculation of a molecular structure, C2H14LiO7, from the OMol25 dataset.

```
! RIJCOSX wB97M-V def2-TZVPD def2/J DEFGRID3
* xyz -1 1
Li -4.4290 -1.0300 4.3610
O -3.0250 0.0700 3.4220
C -2.2350 -1.0530 3.3060
C -1.7790 -1.3550 4.7220
O -2.9480 -1.5700 5.4570
H -1.4610 -0.6810 2.8200
H -2.6120 -1.9030 2.6670
H -1.3700 -0.4990 5.2950
H -1.0600 -2.2660 4.8000
O -3.0640 0.6750 6.6300
H -2.9860 -0.1400 6.0920
H -3.7040 0.4450 7.2910
O -6.0770 -1.5960 5.4730
H -6.6060 -0.9980 6.0070
H -5.8500 -2.4070 5.9570
O -5.4930 0.9860 4.0590
H -5.2930 1.9040 4.1940
H -6.4190 0.8540 4.0600
O -5.3950 -1.8100 2.6970
H -5.4220 -2.7550 2.7780
H -5.2690 -1.6420 1.7510
O -2.8140 -4.0810 4.6030
H -2.7560 -3.1780 4.8790
H -3.3850 -4.0430 3.8680
*
```

Atomic partial charges in e from the Löwdin method, atoms 1 to 5: Li 0.63; O -0.39; C -0.47; C -0.37; O -0.44

***

2.
The following is a quantum chemistry calculation of a molecular structure, C20H50LaNO2P2Si4Te, from the OMol25 dataset.

Summary:
Energy above the lowest of the compared OMol25 structures with the same formula, charge and spin = 2.224 eV

```
! RIJCOSX wB97M-V def2-TZVPD def2/J DEFGRID3
* xyz 2 1
La 0.4651 0.5302 -0.8525
P 4.2147 -0.2168 0.9781
C 4.6545 1.0940 -0.2109
C 3.8092 2.2299 -0.7946
N 2.4583 2.1623 -0.9964
C 1.8521 3.2312 -1.5716
C 2.5463 4.3358 -2.0430
C 3.9172 4.4046 -1.8521
C 4.5360 3.3314 -1.2239
C 0.3224 3.1895 -1.7378
P -0.6755 3.0441 -0.1695
H 5.6162 3.3338 -1.0620
H 1.9893 5.1227 -2.5485
H 4.4940 5.2622 -2.1946
H -0.0216 4.1679 -2.0993
H 0.0326 2.4724 -2.5547
H 5.4484 1.5705 0.2737
H 5.1073 0.5527 -1.0652
H 1.7924 4.5976 3.7822
O 2.1737 4.0089 3.1606
H 3.0458 4.3919 2.9631
H 4.2492 -0.0130 2.3703
O 2.6189 0.2554 1.4332
H 2.5616 1.1699 1.7682
C 0.0809 4.3167 0.8762
H 0.4469 5.1364 0.2417
H -0.6903 4.7100 1.5540
H 0.9103 3.9418 1.4963
C -2.2843 3.7819 -0.5956
H -3.1044 3.1404 -0.2473
H -2.3691 4.7600 -0.0982
H -2.3746 3.9208 -1.6825
C 3.6678 -1.7463 0.2072
H 4.5248 -2.3999 -0.0136
H 2.9834 -2.2976 0.8659
H 3.1753 -1.5498 -0.7624
C 5.9702 -0.7780 1.4334
H 5.9150 -1.4376 2.3078
H 6.4424 -1.3196 0.6026
H 6.5796 0.0945 1.6998
C 0.6507 -2.9351 1.7344
Si -1.2258 -2.9915 1.6277
C -1.7323 -4.6634 0.9248
C -1.9556 -2.7573 3.3471
Si -1.9864 -1.2564 0.2702
Te -1.3444 0.8701 1.5768
Si -1.3998 -1.6392 -1.9655
C -2.3582 -3.0769 -2.6679
C -1.7561 0.0144 -2.8310
C 0.4575 -1.9651 -2.1985
Si -4.3111 -1.4010 0.3132
C -4.8779 -3.1761 0.0233
C -4.9440 -0.8248 1.9872
C -5.0122 -0.2970 -1.0417
H 0.9543 -3.5758 2.5769
H 1.0393 -1.9243 1.9223
H 1.1130 -3.3339 0.8233
H -1.1209 -5.4151 1.4463
H -2.7876 -4.8974 1.1103
H -1.5378 -4.7565 -0.1510
H -1.7878 -1.7430 3.7320
H -3.0331 -2.9657 3.3781
H -1.4437 -3.4684 4.0131
H -3.4219 -2.8474 -2.8226
H -1.9216 -3.3133 -3.6517
H -2.2951 -3.9839 -2.0517
H -1.6254 0.9616 -2.2649
H -1.1750 0.0618 -3.7653
H -2.8233 -0.0140 -3.0889
H 0.9784 -1.1995 -2.8125
H 1.0319 -2.1701 -1.2761
H 0.4689 -2.8879 -2.7927
H -4.6814 -3.8161 0.8921
H -5.9665 -3.1490 -0.1334
H -4.4243 -3.6456 -0.8575
H -4.4728 0.1133 2.3067
H -6.0263 -0.6516 1.8888
H -4.7852 -1.5747 2.7728
H -4.5725 0.7090 -1.0294
H -4.8776 -0.7216 -2.0453
H -6.0926 -0.1942 -0.8579
*
```

Atomic partial charges in e from the Löwdin method, atoms 1 to 5: La 1.43; P 0.66; C -0.19; C -0.25; N -0.03

***

3.
The following is a quantum chemistry calculation of 2 unconnected molecules or ions with the total composition C4H13NO, from the OMol25 dataset.

Summary:
SMILES = CC[C@@H](C)N.O
Energy above the lowest of the compared OMol25 structures with the same formula, charge and spin = 1.988 eV

```
! RIJCOSX wB97M-V def2-TZVPD def2/J DEFGRID3
* xyz 0 1
C -1.4539 2.5200 -0.5889
C -0.0379 1.8366 -0.7202
C -0.2599 0.4796 -1.4305
C 1.0089 -0.4138 -2.0282
N 0.6190 1.6175 0.5744
H -1.4013 3.6381 -0.6585
H -1.9513 2.0745 0.3275
H -2.1664 2.2210 -1.3675
H 0.4462 2.6671 -1.1042
H -0.7941 0.7047 -2.3923
H -0.9212 -0.1257 -0.8848
H 1.9254 -0.1017 -1.4295
H 1.1456 -0.1121 -3.1017
H 0.7998 -1.5033 -1.8295
H 1.6547 1.5258 0.2906
H 0.1812 2.2705 1.2164
H 0.3364 -4.9483 2.6613
H -0.6723 -5.4148 3.6569
O 0.1927 -5.0941 3.6501
*
```

Atomic partial charges in e from the Löwdin method, atoms 1 to 5: C -0.08; C -0.48; C -0.20; C -0.08; N 0.00

***

4.
The following is a quantum chemistry calculation of 11 unconnected molecules or ions with the total composition C38H88N4O28S7, from the OMol25 dataset.

Summary:
SMILES = O=S1(=O)OCCO1.O=S1(=O)OCCO1.O=S1(=O)OCCO1.O=S1(=O)OCCO1.O=S1(=O)OCCO1.O=S1(=O)OCCO1.O=S1(=O)OCCO1.CCN(CC)CC.CCN(CC)CC.CCN(CC)CC.CCN(CC)CC
Energy above the lowest of the compared OMol25 structures with the same formula, charge and spin = 0.000 eV

```
! RIJCOSX wB97M-V def2-TZVPD def2/J DEFGRID3
* xyz 0 1
C 1.4966 4.5962 0.9745
C 1.6563 5.3739 2.2837
N 2.9831 5.3478 2.9169
C 3.2172 4.0620 3.5455
C 2.3425 3.7669 4.7570
C 4.0604 5.6833 2.0010
C 4.0333 7.1451 1.5305
H 0.4517 4.6701 0.6797
H 1.7831 3.5479 1.0378
H 2.0714 5.0807 0.1832
H 1.3772 6.4193 2.1376
H 0.9196 4.9904 2.9902
H 3.2318 3.1815 2.8819
H 4.2514 4.0470 3.9140
H 2.4855 4.4757 5.5723
H 1.3098 3.5082 4.5441
H 2.8047 2.8718 5.2010
H 4.0396 5.0303 1.1093
H 5.0140 5.4301 2.4688
H 4.3590 7.7063 2.4103
H 3.0207 7.4583 1.2956
H 4.7430 7.2784 0.7194
C 4.0207 -0.4297 -5.9256
C 4.8442 -1.2748 -4.9682
N 5.4201 -0.5079 -3.8735
C 6.4522 -1.2362 -3.1450
C 7.7137 -1.4505 -3.9826
C 4.4105 0.0532 -2.9792
C 3.3979 -0.9256 -2.3658
H 4.6192 0.3891 -6.3276
H 3.1048 -0.0568 -5.4704
H 3.7456 -1.0247 -6.7999
H 4.2129 -2.0595 -4.5163
H 5.6215 -1.7844 -5.5358
H 6.7098 -0.6793 -2.2448
H 6.0383 -2.2190 -2.8603
H 8.5933 -1.6477 -3.3743
H 7.5553 -2.3011 -4.6499
H 7.8805 -0.5982 -4.6425
H 3.8581 0.8060 -3.5476
H 4.9079 0.6092 -2.1831
H 2.6653 -1.2502 -3.0980
H 2.9351 -0.4005 -1.5245
H 3.8809 -1.7463 -1.8277
C -2.8774 -2.1041 6.1027
C -2.1597 -2.0391 4.7726
N -1.3797 -3.2308 4.4445
C -0.2272 -3.3291 5.3152
C 0.6027 -4.5946 5.1251
C -0.9836 -3.3215 3.0366
C -2.1211 -3.2220 2.0329
H -3.5487 -1.2535 6.2102
H -2.1853 -2.0223 6.9457
H -3.3708 -3.0662 6.2431
H -2.8551 -1.8477 3.9566
H -1.4838 -1.1617 4.7415
H 0.4114 -2.4262 5.3509
H -0.5770 -3.3870 6.3515
H 1.2823 -4.6963 5.9786
H -0.0207 -5.4863 5.1082
H 1.3131 -4.5226 4.2970
H -0.5643 -4.3243 2.9352
H -0.1840 -2.5897 2.8312
H -2.8159 -4.0635 2.0662
H -1.6167 -3.4500 1.0828
H -2.6261 -2.2645 1.9922
C 2.2425 0.3426 1.5508
C 2.6167 -0.8935 2.3683
N 3.2711 -0.5881 3.6376
C 4.5130 0.1587 3.4589
C 5.6342 -0.4933 2.6425
C 3.4621 -1.8118 4.4039
C 3.7579 -1.5763 5.8741
H 1.6928 1.0560 2.1671
H 1.5418 0.0235 0.7708
H 3.0709 0.7767 0.9915
H 1.7205 -1.4736 2.5817
H 3.2881 -1.4554 1.6990
H 4.8863 0.4948 4.4302
H 4.2332 1.1037 2.9880
H 6.5040 0.1617 2.6396
H 5.3086 -0.6851 1.6204
H 5.9244 -1.4437 3.0931
H 2.5571 -2.4249 4.3439
H 4.2177 -2.4619 3.9303
H 3.6842 -2.5503 6.3720
H 4.7774 -1.2688 6.1127
H 3.0288 -0.8996 6.3153
C 2.0326 -6.7320 0.3815
C 0.5480 -6.6410 0.7530
O 0.0817 -5.3951 0.2321
S 1.2712 -4.5340 -0.4301
O 1.9196 -3.6883 0.5082
O 0.7949 -4.0064 -1.6526
O 2.2247 -5.7939 -0.6726
H 2.2629 -7.7291 0.0071
H 2.7595 -6.5722 1.1788
H 0.3787 -6.6756 1.8273
H 0.0066 -7.4353 0.2421
C -3.2757 -5.5637 -1.0661
C -4.4800 -5.5617 -1.9871
O -4.0876 -4.7973 -3.1236
S -2.8208 -3.8528 -2.7811
O -3.2664 -2.5066 -2.8875
O -1.6905 -4.3009 -3.5049
O -2.6849 -4.2784 -1.2589
H -2.5653 -6.3213 -1.4190
H -3.4416 -5.7912 -0.0181
H -5.3658 -5.1127 -1.5336
H -4.7340 -6.5820 -2.2712
C -6.0023 -0.7650 -1.9721
C -7.2475 -1.1627 -1.1357
O -6.9048 -0.9201 0.2368
S -5.3149 -0.9065 0.4175
O -4.8655 -2.2598 0.4670
O -4.8618 0.0338 1.3717
O -5.0387 -0.3026 -1.0220
H -6.0900 0.1194 -2.5999
H -5.6305 -1.5911 -2.5772
H -7.4850 -2.1989 -1.3664
H -8.0829 -0.4999 -1.3368
C -3.5867 7.0827 -1.4530
C -3.0471 7.5209 -2.8032
O -1.6611 7.1752 -2.7667
S -1.3826 6.0140 -1.6874
O -0.6445 6.5954 -0.6251
O -0.9624 4.8428 -2.3642
O -2.9235 5.8122 -1.3043
H -4.6532 6.8806 -1.4320
H -3.3142 7.7871 -0.6666
H -3.1853 8.5806 -3.0135
H -3.5337 7.0003 -3.6320
C -4.4215 3.0395 -0.7566
C -4.3254 2.8144 -2.2784
O -5.6773 2.8694 -2.7817
S -6.7221 3.0745 -1.5891
O -7.0816 1.7848 -1.0936
O -7.7307 4.0236 -1.8704
O -5.6655 3.7385 -0.5996
H -3.6151 3.6473 -0.3715
H -4.5326 2.0722 -0.2700
H -4.0754 1.7747 -2.4876
H -3.5947 3.4434 -2.7824
C -2.3865 1.2539 -5.3993
C -3.5569 0.3994 -4.9627
O -4.6765 1.2840 -5.0875
S -4.4209 2.4201 -6.2018
O -4.4075 3.6924 -5.5749
O -5.1897 2.1563 -7.3594
O -2.9102 1.9712 -6.5190
H -1.4975 0.6839 -5.6559
H -2.0798 1.9884 -4.6543
H -3.5245 0.0748 -3.9227
H -3.6262 -0.5047 -5.5716
C -1.9323 -0.3981 -0.5113
C -0.6996 -1.1203 -1.0718
O 0.0558 -0.1001 -1.7232
S -0.6252 1.3542 -1.6134
O -0.6267 1.9920 -2.8726
O -0.2415 2.0174 -0.4184
O -2.0773 0.7223 -1.3589
H -1.9316 -0.2720 0.5718
H -2.7987 -1.0302 -0.7004
H -0.9088 -1.9307 -1.7609
H -0.1312 -1.5288 -0.2331
*
```

Atomic partial charges in e from the Löwdin method, atoms 1 to 5: C -0.08; C -0.23; N -0.18; C -0.29; C -0.09

***

5.
The following is a quantum chemistry calculation of a molecular structure, C16H16Cl5FNOScSi, from the OMol25 dataset.

Summary:
Energy above the lowest of the compared OMol25 structures with the same formula, charge and spin = 0.000 eV

```
! RIJCOSX wB97M-V def2-TZVPD def2/J DEFGRID3
* xyz 0 1
Sc -0.5554 0.4728 -0.8808
C 1.3361 0.0958 3.2997
Si 0.0682 0.9924 2.2640
C -1.1852 1.8268 3.3699
C 0.9121 2.2707 1.1910
N -0.6919 -0.0637 1.1096
C -1.4483 -1.1813 1.3943
C -1.7783 -1.6983 2.6560
C -2.5634 -2.8366 2.7863
C -3.0606 -3.5129 1.6814
C -2.7600 -3.0384 0.4072
C -1.9740 -1.9241 0.3413
F -1.6535 -1.4091 -0.9446
H 1.8595 0.7953 3.9571
H 2.0793 -0.3816 2.6569
H 0.8942 -0.6775 3.9301
H -0.7010 2.5620 4.0181
H -1.7186 1.1254 4.0130
H -1.9279 2.3522 2.7641
H 1.3727 3.0414 1.8136
H 0.2053 2.8033 0.5421
H 1.7077 1.8420 0.5752
H -1.4167 -1.2007 3.5458
H -2.7914 -3.1983 3.7807
H -3.6725 -4.3957 1.7985
H -3.1114 -3.5170 -0.4960
Cl 4.0102 -0.3673 -6.6086
C 3.2221 -0.1940 -5.0896
C 1.8325 -0.1778 -5.0251
Cl 0.8806 -0.3174 -6.4484
C 1.2189 -0.0368 -3.7899
Cl -0.5181 0.0329 -3.6517
C 1.9379 0.0766 -2.5973
O 1.3154 0.1693 -1.4475
C 3.3375 0.0728 -2.6854
Cl 4.2293 0.2464 -1.2269
C 3.9675 -0.0657 -3.9155
Cl 5.6841 -0.0592 -3.9931
C -1.9304 2.1515 -1.2331
H -2.7496 1.8367 -1.8925
H -1.4847 3.0399 -1.6918
H -2.3781 2.4471 -0.2781
*
```

Atomic partial charges in e from the Löwdin method, atoms 1 to 5: Sc 0.97; C -0.16; Si 0.38; C -0.16; C -0.17

***

no.,Kohn-Sham gap (eV),electronic energy (Ha)
1,4.5772,-618.8139
2,5.7067,-3137.1293
3,9.8808,-290.1239
4,7.7024,-6613.5110
5,8.4061,-4200.4835